# 1
{"formula": "C35H28Cl2MoN3O7PS", "method": "ωB97M-V/def2-TZVPD", "lumo_energy_ev": [-7.2, -7.2], "total_charge": 2, "species": ["Mo", "O", "C", "O", "C", "C", "C", "C", "C", "C", "N", "C", "C", "C", "C", "C", "C", "N", "H", "H", "H", "H", "H", "H", "H", "H", "H", "H", "Cl", "C", "C", "C", "Cl", "C", "O", "C", "C", "O", "C", "H", "H", "H", "O", "S", "O", "N", "C", "O", "C", "C", "C", "C", "C", "C", "H", "H", "H", "H", "C", "P", "C", "C", "C", "C", "C", "C", "C", "H", "H", "H", "H", "H", "H", "H", "H", "H", "H", "H"], "xyz": [[-0.11617, -0.09219, 0.21933], [2.28827, 0.14615, -7.01635], [3.27899, 0.04997, -6.14630], [4.40692, -0.20563, -6.44126], [2.88233, 0.26455, -4.69585], [3.52407, 1.21217, -3.89580], [3.11797, 1.44274, -2.60207], [2.04794, 0.72678, -2.01778], [1.47546, -0.25920, -2.83945], [1.87031, -0.49688, -4.14608], [1.54649, 0.89270, -0.73056], [2.14842, 1.78371, 0.05561], [1.72644, 1.94765, 1.38325], [2.37745, 2.83038, 2.27131], [1.96830, 2.90655, 3.58108], [0.90641, 2.09342, 3.98204], [0.29850, 1.27158, 3.05261], [0.66617, 1.18000, 1.76915], [1.41952, 0.44245, -6.67796], [4.33601, 1.78209, -4.32159], [3.62339, 2.22161, -2.05900], [0.24734, -1.86278, -2.69602], [1.35458, -1.24083, -4.73641], [2.97202, 2.38613, -0.29605], [3.19311, 3.42975, 1.89737], [2.45466, 3.56792, 4.28071], [0.54953, 2.11004, 4.99869], [-0.54169, 0.66027, 3.35622], [-6.56913, -3.62289, 0.23385], [-4.99953, -2.98004, 0.02537], [-4.28912, -3.26441, -1.15440], [-3.02706, -2.75541, -1.33888], [-2.11606, -3.14885, -2.75335], [-2.44395, -1.88512, -0.38189], [-1.29794, -1.31379, -0.56573], [-3.16857, -1.62568, 0.82386], [-2.58197, -0.75768, 1.78965], [-1.47086, -0.19430, 1.64024], [-4.43394, -2.19295, 1.01125], [-4.74079, -3.88534, -1.91278], [-3.13419, -0.56637, 2.71330], [-4.97166, -1.99461, 1.92410], [-0.36712, 0.84997, -5.95459], [-1.55836, 0.31744, -5.34693], [-2.62814, -0.16384, -6.13127], [-0.92263, -0.85404, -4.30982], [-0.76245, -0.30429, -3.15656], [0.29303, -0.93300, -2.34689], [-1.40675, 0.92191, -2.82335], [-1.60512, 1.60463, -1.61587], [-2.47784, 2.67597, -1.58899], [-3.14605, 3.09193, -2.73811], [-2.92471, 2.45200, -3.95800], [-2.06462, 1.38820, -3.98244], [-1.11116, 1.28999, -0.65000], [-2.66438, 3.19079, -0.65831], [-3.84052, 3.91529, -2.68795], [-3.42221, 2.76522, -4.86084], [1.42668, -3.26257, 0.19077], [1.25527, -1.77618, 1.23296], [0.71475, -2.47670, 2.81679], [2.91564, -1.11869, 1.52078], [3.30288, -0.67444, 2.78214], [4.52729, -0.05069, 2.94632], [5.36479, 0.14192, 1.86057], [4.98510, -0.30327, 0.60342], [3.76136, -0.92298, 0.42992], [1.90811, -3.02755, -0.75802], [0.42534, -3.66115, 0.00613], [2.02054, -4.01553, 0.71221], [1.50780, -3.11888, 3.20798], [-0.18288, -3.07263, 2.64325], [0.48853, -1.68597, 3.53044], [2.65904, -0.82312, 3.63575], [4.82783, 0.27798, 3.92824], [6.31481, 0.63268, 1.99423], [5.64371, -0.17098, -0.24040], [3.46793, -1.26898, -0.55384]], "forces_ev_per_angstrom": [[2.9, -0.2, 0.7], [-0.5, 0.0, -0.7], [0.2, 0.1, 0.8], [-0.1, 0.1, -0.1], [0.0, -0.1, 0.1], [-0.2, -0.2, -0.4], [-0.4, -0.2, 0.3], [0.0, -0.7, -1.1], [2.0, 1.2, -0.3], [-0.1, -0.1, 0.2], [-0.1, 1.0, 1.6], [0.1, -0.3, -0.8], [0.0, 0.2, 0.5], [-0.2, -0.2, 0.0], [0.1, 0.0, -0.3], [0.0, -0.1, -0.5], [-0.4, 0.0, 1.0], [0.5, 0.4, -0.7], [0.5, -0.1, 0.2], [0.1, 0.1, 0.0], [0.0, 0.0, 0.1], [0.1, -0.2, 0.6], [0.1, 0.0, -0.1], [0.0, -0.1, 0.0], [0.1, 0.0, 0.0], [0.0, 0.1, 0.0], [-0.1, -0.1, 0.1], [0.1, 0.1, -0.1], [-0.2, -0.1, 0.0], [0.5, 0.4, 0.4], [0.1, 0.1, 0.2], [0.2, 0.4, 0.5], [0.0, -0.2, 0.0], [-1.1, -0.3, 0.7], [-1.0, -1.6, -1.6], [0.6, 0.0, -0.8], [-0.1, -0.2, -0.2], [-1.5, 0.0, 1.2], [-0.4, -0.4, -0.4], [0.0, -0.1, -0.1], [0.1, 0.1, 0.0], [-0.2, 0.0, 0.1], [-0.4, 0.0, 0.2], [0.1, 0.7, -0.1], [-0.2, -0.1, 0.2], [0.7, 0.6, 2.2], [-0.6, -1.4, -3.0], [-0.5, 0.0, -0.7], [-0.7, 1.4, 0.7], [0.5, -1.0, 0.3], [-0.2, 0.3, 0.0], [0.3, -0.2, 0.0], [0.0, 0.0, -0.2], [0.5, -0.5, 0.3], [-0.9, 1.3, -1.2], [0.0, 0.0, 0.1], [-0.1, 0.1, 0.0], [-0.1, 0.1, -0.1], [0.0, 0.0, 0.2], [-0.2, 0.2, -0.2], [0.1, 0.0, -0.1], [-0.1, -0.2, -0.1], [0.0, -0.1, -0.2], [0.0, 0.1, 0.1], [0.0, 0.0, 0.0], [0.0, 0.0, -0.1], [0.0, -0.1, 0.2], [0.0, 0.0, 0.0], [0.1, 0.0, 0.0], [0.0, 0.0, -0.1], [-0.1, 0.0, 0.1], [0.0, 0.0, 0.1], [0.0, 0.0, 0.0], [0.0, 0.0, 0.1], [0.1, 0.1, 0.1], [0.2, 0.0, 0.0], [0.1, 0.0, -0.1], [0.0, 0.0, -0.1]], "lowdin_charge": [1.2848, 0.1598, -0.4906, 0.1762, -0.0768, 0.0494, 0.0409, -0.1791, -0.1250, 0.0569, -0.0614, -0.0779, -0.2616, 0.0142, -0.0284, -0.0116, -0.1232, -0.0594, 0.0842, 0.1456, 0.1166, 0.1779, 0.1446, 0.1244, 0.1286, 0.1234, 0.1214, 0.1072, 0.7564, -0.6568, -0.0746, -0.5387, 0.8169, -0.3123, -0.3004, -0.1156, -0.0956, -0.2326, -0.0305, 0.1235, 0.1555, 0.1268, -0.2416, 0.7382, -0.1916, 0.0342, -0.2955, 0.0397, -0.1265, 0.0005, -0.0146, 0.0069, 0.0136, -0.1549, 0.0570, 0.1281, 0.1308, 0.1409, -0.2125, 0.8528, -0.2151, -0.3657, -0.0898, -0.0585, -0.0535, -0.0614, -0.1113, 0.0355, 0.0492, 0.0691, 0.0710, 0.0583, 0.0397, 0.1014, 0.1170, 0.1154, 0.1141, 0.0963]}

# 2
{"formula": "C13H49F6NO12P", "method": "ωB97M-V/def2-TZVPD", "lumo_energy_ev": 2.2, "total_charge": -1, "species": ["P", "F", "F", "F", "F", "F", "F", "C", "C", "O", "H", "H", "H", "H", "H", "H", "C", "C", "O", "H", "H", "H", "H", "H", "H", "O", "H", "H", "O", "H", "H", "O", "H", "H", "O", "H", "H", "O", "H", "H", "O", "H", "H", "O", "H", "H", "O", "H", "H", "O", "H", "H", "C", "C", "C", "C", "C", "C", "N", "O", "C", "C", "C", "H", "H", "H", "H", "H", "H", "H", "H", "H", "H", "H", "H", "H", "H", "H", "H", "H", "H", "H"], "xyz": [[-1.67003, -0.31835, -1.05014], [-1.29112, -0.84795, -2.51475], [-0.34645, -0.99005, -0.38736], [-0.73367, 1.01998, -1.25340], [-2.06494, 0.20284, 0.44500], [-2.92392, 0.51931, -1.66716], [-2.52079, -1.63934, -0.80768], [2.14682, 0.06778, -2.78485], [2.10382, 1.49426, -3.30728], [2.96120, 1.69975, -4.43134], [1.50256, -0.02987, -1.90962], [3.17345, -0.20399, -2.52292], [1.81891, -0.63928, -3.55120], [2.40660, 2.21679, -2.54568], [1.06665, 1.77444, -3.54430], [2.69434, 1.08587, -5.12223], [-2.55084, 2.69999, 2.62782], [-3.83847, 1.92787, 2.88249], [-4.98504, 2.71589, 2.50400], [-1.65622, 2.08971, 2.77788], [-2.47872, 3.55087, 3.31029], [-2.53275, 3.07917, 1.60534], [-3.94448, 1.71355, 3.94667], [-3.83660, 0.98715, 2.32654], [-5.23880, 2.47454, 1.60160], [-4.39552, -2.44825, 1.37275], [-5.08609, -3.04239, 1.67905], [-4.57576, -2.29172, 0.42090], [-1.26009, 2.82898, -2.31154], [-0.53505, 3.39739, -2.03485], [-1.19245, 2.03693, -1.75112], [-0.76920, -2.62018, -4.69019], [-0.49094, -2.22653, -3.84653], [-1.60292, -3.05407, -4.48205], [-2.53275, 2.01174, -4.73348], [-3.03179, 1.19330, -4.60190], [-2.25683, 2.23791, -3.82618], [0.86089, -2.96301, -1.96274], [0.87686, -2.11869, -1.48706], [1.77868, -3.24922, -2.01457], [-2.30892, -1.57703, 2.84166], [-2.01877, -0.78403, 2.37824], [-3.04103, -1.91221, 2.27933], [-3.72959, -0.58095, -4.14522], [-3.31997, -0.51046, -3.26833], [-3.07503, -1.05177, -4.68043], [-5.38584, -2.19641, -1.28518], [-6.20571, -2.42277, -1.73563], [-4.95148, -1.54699, -1.85895], [-5.23106, 1.56537, -0.21473], [-4.29433, 1.41756, -0.42586], [-5.52698, 0.71349, 0.13291], [4.15028, -2.23746, 0.49301], [4.09484, -1.02716, 1.40699], [4.31683, 0.20609, 0.53197], [3.62477, 1.51887, 0.92390], [2.21800, 1.24039, 1.40218], [2.15092, 0.22402, 2.52101], [2.75109, -0.98623, 1.97501], [2.60757, -2.05778, 2.91285], [2.80284, 0.75262, 3.78968], [0.69812, -0.06482, 2.78979], [5.19184, -1.11111, 2.45535], [3.39067, -2.17732, -0.28453], [3.97386, -3.15333, 1.06662], [5.14937, -2.33143, 0.06016], [5.39580, 0.41968, 0.58700], [4.16244, 0.03217, -0.53452], [3.59516, 2.16990, 0.05216], [4.18220, 2.03023, 1.71641], [1.72584, 0.79994, 0.52238], [1.65641, 2.14798, 1.63556], [3.79515, 1.14029, 3.54587], [2.22691, 1.56044, 4.24145], [2.93134, -0.02442, 4.54481], [0.15738, -0.40887, 1.90466], [0.54437, -0.81847, 3.55970], [0.17515, 0.84768, 3.09258], [5.07256, -0.30081, 3.17481], [6.18615, -1.15284, 2.01961], [5.04076, -1.99493, 3.08385], [2.07154, -2.70025, 2.43362]], "forces_ev_per_angstrom": [[0.8, -0.4, 1.9], [0.2, 0.4, 0.0], [-0.1, -0.3, -0.5], [1.1, -3.5, 1.7], [-0.2, 0.3, -0.6], [0.0, -0.4, 0.1], [-0.5, 0.1, -0.2], [0.3, 0.2, -0.1], [-0.5, 0.1, -0.1], [0.0, 0.0, 0.2], [0.0, 0.0, 0.0], [-0.1, 0.0, 0.1], [-0.2, 0.1, 0.0], [0.3, -0.1, 0.0], [0.1, -0.2, -0.1], [-0.1, 0.0, 0.0], [0.0, 0.1, 0.1], [-0.3, 0.5, -0.4], [0.2, -0.3, 0.3], [-0.1, -0.1, 0.0], [-0.1, 0.0, -0.1], [0.0, 0.0, 0.0], [0.0, -0.1, 0.0], [0.0, 0.0, 0.1], [0.2, 0.0, -0.1], [-0.4, 0.0, -0.6], [0.0, 0.0, 0.0], [0.1, -0.2, 0.5], [-0.6, 2.5, -1.1], [-0.2, 0.1, -0.2], [-0.5, 1.6, -0.8], [-0.1, 0.2, 0.0], [0.0, -0.3, -0.2], [0.1, -0.1, 0.1], [-0.1, -0.2, 0.4], [-0.1, 0.1, -0.2], [0.2, 0.3, -0.4], [0.2, 0.1, 0.0], [-0.1, -0.3, 0.0], [-0.1, 0.1, 0.0], [-0.2, 0.0, -0.1], [0.0, -0.1, 0.0], [0.4, 0.1, 0.3], [0.0, -0.3, 0.1], [0.0, 0.1, -0.4], [0.0, 0.1, 0.1], [0.0, 0.3, -0.2], [0.1, 0.0, 0.0], [-0.1, -0.2, 0.1], [0.1, -0.2, 0.2], [-0.3, 0.1, 0.0], [0.1, 0.1, -0.1], [0.2, -0.7, 0.3], [-0.2, 0.3, -0.3], [1.1, 1.2, -0.3], [0.1, -0.2, 0.6], [-0.2, 0.1, -1.3], [-0.2, 0.1, 0.0], [-0.5, -0.7, -0.2], [0.2, 0.0, -0.1], [0.7, 0.1, 0.2], [-1.1, -0.1, 0.1], [-0.4, -0.4, 1.1], [0.0, 0.1, -0.1], [0.0, 0.1, 0.0], [-0.1, 0.1, -0.2], [-0.1, -0.2, -0.1], [-0.5, -0.3, 0.2], [0.1, 0.1, 0.0], [0.1, 0.0, -0.2], [-0.3, 0.0, 0.3], [0.1, 0.0, 0.2], [-0.1, 0.1, 0.3], [-0.1, 0.0, -0.1], [-0.1, -0.1, -0.1], [0.4, -0.1, -0.1], [0.1, 0.1, 0.1], [0.2, 0.0, 0.2], [0.5, 0.2, -0.3], [0.1, 0.2, 0.0], [0.1, -0.1, -0.3], [-0.1, 0.1, 0.1]], "lowdin_charge": [0.2433, -0.1167, -0.1456, -0.1002, -0.1406, -0.1337, -0.0965, -0.0849, -0.3057, -0.0817, 0.0447, 0.0656, 0.0773, 0.1058, 0.1080, 0.0779, -0.0831, -0.3033, -0.1060, 0.0466, 0.0693, 0.0734, 0.1070, 0.0863, 0.0335, -0.0597, 0.0547, 0.0102, -0.0720, 0.0401, -0.1290, -0.0715, -0.0075, 0.0295, -0.0911, -0.0215, -0.0163, -0.0567, -0.0065, 0.0352, -0.0919, -0.0211, -0.0204, -0.0569, -0.0063, 0.0451, -0.0450, 0.0580, 0.0362, -0.0453, 0.0248, 0.0494, -0.0311, -0.5334, -0.1217, -0.1678, -0.1403, -0.5392, -0.0771, -0.0230, -0.0237, -0.0357, -0.0316, 0.0715, 0.0825, 0.0902, 0.1164, 0.0932, 0.1056, 0.1021, 0.1152, 0.1303, 0.0580, 0.0882, 0.0894, 0.0664, 0.0903, 0.0769, 0.0670, 0.0836, 0.0826, 0.1100]}

# 3
{"formula": "C31H43N2ORe", "method": "ωB97M-V/def2-TZVPD", "spin_multiplicity": 4, "lumo_energy_ev": [-3.0, -4.7], "s2": 3.77, "total_charge": 1, "de_lowest_kcal_mol": 118.59, "species": ["C", "C", "C", "C", "C", "Re", "C", "C", "H", "C", "H", "H", "C", "H", "H", "H", "C", "H", "H", "H", "C", "H", "H", "H", "C", "H", "H", "H", "C", "H", "H", "H", "C", "H", "H", "H", "C", "H", "H", "H", "C", "C", "C", "C", "H", "C", "H", "C", "H", "H", "H", "C", "C", "N", "C", "C", "C", "O", "C", "C", "C", "C", "N", "C", "H", "H", "H", "H", "H", "H", "H", "H", "H", "H", "H", "H", "H", "H"], "xyz": [[1.12272, -2.44785, 0.16078], [1.97698, -1.53974, -0.56104], [1.57117, -1.55930, -1.94067], [0.42093, -2.41253, -2.06177], [0.15562, -2.97948, -0.76439], [-0.01012, -0.90314, -0.68442], [-2.04714, 1.67278, -0.37981], [-1.70689, 0.79914, 0.68200], [-1.45401, 1.23388, 1.66106], [-1.73004, -0.65079, 0.59907], [-2.56188, -1.13937, 0.07685], [-1.50544, -1.15611, 1.54490], [-2.40420, 3.12422, -0.16853], [-1.84688, 3.59273, 0.65181], [-2.22452, 3.68246, -1.10224], [-3.48406, 3.19976, 0.04263], [-2.81424, 1.10329, -1.55850], [-2.73772, 0.01355, -1.63616], [-3.88080, 1.35312, -1.42500], [-2.48578, 1.53783, -2.51710], [3.05649, -0.69844, 0.03782], [2.65332, -0.03662, 0.81557], [3.81907, -1.33461, 0.50516], [3.52418, -0.07230, -0.72700], [2.30205, -0.89731, -3.06362], [2.66033, 0.09109, -2.76866], [3.17441, -1.49137, -3.36383], [1.65753, -0.77894, -3.93571], [-0.34429, -2.70421, -3.31142], [-0.26116, -1.87787, -4.02283], [0.02849, -3.61032, -3.80173], [-1.40233, -2.85920, -3.08955], [-0.91963, -3.97028, -0.45252], [-1.84347, -3.71284, -0.97916], [-0.64078, -4.98398, -0.76706], [-1.11751, -3.99522, 0.62043], [1.27334, -2.85585, 1.59214], [0.30373, -2.88050, 2.10219], [1.70364, -3.86414, 1.66492], [1.93611, -2.16653, 2.12176], [0.13546, 1.18776, -1.60375], [0.01014, 2.24424, -0.74895], [0.17013, 1.46042, -2.97726], [0.45288, 3.54019, -1.11430], [0.06731, 1.89354, 0.31300], [0.36514, 2.79232, -3.40188], [-0.01779, 0.66624, -3.69445], [0.59056, 3.83026, -2.47839], [0.68874, 4.26566, -0.31990], [0.33896, 2.98008, -4.47941], [0.85839, 4.83046, -2.83812], [3.10220, 5.53121, 7.83170], [1.77680, 5.21284, 7.19344], [1.77070, 3.98898, 6.39247], [2.56308, 2.87027, 6.92289], [2.03226, 2.32378, 8.23529], [1.14488, 4.00829, 5.17296], [0.72561, 5.03596, 4.65673], [0.91989, 2.67821, 4.49410], [0.30364, 1.61022, 5.16232], [0.13740, 0.40933, 4.47410], [0.49765, 0.37022, 3.11772], [0.91962, 1.43477, 2.42416], [1.16145, 2.56350, 3.10746], [3.36230, 4.86971, 8.66018], [3.04307, 6.54486, 8.22929], [3.90961, 5.51593, 7.10056], [1.00120, 5.10505, 7.96168], [1.47819, 6.02710, 6.53305], [2.61604, 2.06328, 6.18190], [3.57813, 3.26781, 7.06957], [0.98057, 2.03381, 8.14419], [2.60313, 1.42452, 8.48662], [2.12840, 3.03603, 9.06039], [-0.06124, 1.73358, 6.18895], [-0.29189, -0.48445, 4.93795], [0.38604, -0.56456, 2.56584], [1.55076, 3.42229, 2.54919]], "forces_ev_per_angstrom": [[0.8, -1.2, 0.3], [1.1, -1.4, -0.8], [1.8, -1.0, -0.5], [0.6, -0.2, -0.7], [0.6, -1.2, 0.4], [-3.2, 5.4, -0.1], [-2.0, 0.0, 0.0], [-1.2, -0.9, 0.5], [0.3, -0.1, -0.7], [-0.8, 1.1, 0.8], [0.2, 0.2, -0.2], [-0.2, 0.2, -0.2], [-0.1, 0.2, 0.2], [-0.1, -0.1, -0.2], [-0.1, -0.2, 0.4], [0.3, -0.1, 0.0], [0.2, 0.0, -0.3], [0.0, 0.3, -0.1], [0.3, -0.1, 0.0], [-0.1, -0.1, 0.4], [0.1, 0.1, 0.1], [0.0, -0.1, -0.1], [-0.1, 0.1, -0.2], [0.0, -0.1, 0.2], [0.0, 0.2, -0.1], [-0.1, -0.1, -0.1], [-0.2, 0.0, 0.1], [0.1, 0.0, 0.1], [0.0, 0.0, -0.2], [0.0, -0.1, 0.1], [0.0, 0.1, 0.1], [0.1, 0.0, -0.1], [-0.1, -0.1, 0.0], [0.0, -0.1, 0.1], [0.0, 0.2, 0.1], [-0.1, 0.0, -0.1], [0.0, 0.0, 0.1], [0.2, 0.0, 0.0], [-0.1, 0.2, -0.1], [-0.1, -0.1, 0.0], [-1.2, -3.2, -1.3], [2.7, 0.3, 2.6], [0.2, 1.4, -0.1], [-0.2, 0.5, -0.7], [0.4, 1.4, -0.9], [-0.4, -1.2, -0.3], [0.3, 0.2, -0.1], [-0.1, -0.1, 0.9], [-0.3, -0.2, -0.6], [0.1, 0.2, 0.4], [-0.1, -0.4, 0.3], [0.3, 0.3, 0.2], [-0.5, 0.0, -0.1], [0.0, -0.4, -0.5], [0.0, 0.3, -0.3], [0.0, -0.3, 0.1], [0.2, 0.3, 0.5], [0.0, -0.4, 0.0], [-0.3, -0.1, -0.5], [0.1, 0.1, -0.3], [0.0, 0.0, -0.5], [-0.3, 0.1, 0.7], [0.5, 0.0, 0.5], [-0.2, -0.3, 0.6], [0.0, 0.0, -0.1], [0.1, 0.0, 0.1], [0.1, 0.0, 0.0], [0.1, 0.1, 0.0], [0.0, -0.1, 0.1], [0.0, 0.4, 0.1], [-0.2, -0.4, -0.1], [0.1, 0.1, 0.1], [-0.1, 0.1, 0.1], [-0.1, -0.1, -0.2], [0.4, -0.1, -0.4], [0.2, 0.4, -0.1], [0.0, 0.3, 0.0], [-0.2, -0.3, 0.2]], "mulliken_spin": [0.0287, 0.1160, 0.0398, -0.0574, -0.0319, 1.8226, 0.2296, 0.1994, 0.0835, 0.1533, 0.0025, 0.0129, 0.0174, 0.0018, 0.0049, 0.0093, 0.0262, 0.0005, 0.0011, 0.0053, -0.0468, -0.0010, 0.0030, 0.0006, -0.0137, 0.0018, 0.0015, 0.0010, -0.0207, -0.0019, -0.0021, -0.0023, -0.0115, -0.0029, 0.0014, 0.0011, -0.0109, 0.0005, 0.0014, 0.0015, 0.2702, 0.0141, -0.0071, 0.0833, -0.0285, 0.1003, -0.0086, -0.0065, 0.0025, 0.0040, 0.0025, 0.0000, 0.0000, 0.0000, -0.0001, 0.0000, -0.0002, 0.0001, 0.0012, -0.0005, -0.0004, -0.0284, 0.0075, -0.0032, 0.0000, 0.0000, 0.0000, 0.0000, 0.0000, 0.0002, 0.0000, 0.0000, 0.0000, 0.0000, -0.0001, 0.0000, 0.0320, 0.0005]}